Record 1
{"formula": "C29H56Br2ClF3N3O12S6", "method": "the ωB97M-V functional and the def2-TZVPD basis", "elements": ["N", "C", "N", "C", "C", "C", "C", "S", "O", "O", "Cl", "N", "C", "C", "C", "F", "Br", "C", "F", "F", "Br", "H", "H", "H", "H", "H", "H", "H", "H", "H", "H", "H", "H", "H", "H", "H", "H", "C", "C", "C", "S", "O", "O", "C", "H", "H", "H", "H", "H", "H", "H", "H", "C", "C", "C", "S", "O", "O", "C", "H", "H", "H", "H", "H", "H", "H", "H", "C", "C", "C", "S", "O", "O", "C", "H", "H", "H", "H", "H", "H", "H", "H", "C", "C", "C", "S", "O", "O", "C", "H", "H", "H", "H", "H", "H", "H", "H", "C", "C", "C", "S", "O", "O", "C", "H", "H", "H", "H", "H", "H", "H", "H"], "xyz": [[0.325223, 0.409329, 0.102008], [-0.519100, 1.511236, 0.018443], [-0.426539, 2.614800, 0.842014], [0.932443, 2.926574, 1.338925], [1.852878, 3.435078, 0.242466], [1.272922, 4.612981, -0.536990], [2.071139, 4.805161, -1.856220], [1.306783, 3.999559, -3.251874], [2.078261, 4.193322, -4.413836], [-0.041081, 4.433552, -3.379832], [1.289842, 1.974738, -2.839299], [-1.426124, 1.474195, -0.873777], [-2.384393, 2.536381, -1.149881], [-3.797854, 2.211625, -0.693423], [-4.065317, 2.537342, 0.783840], [-3.245349, 3.464887, 1.281652], [-3.979753, 0.854176, 1.788701], [-5.503293, 3.103854, 0.919665], [-5.493624, 4.309731, 0.382461], [-6.364066, 2.363714, 0.288802], [-6.004386, 3.370513, 2.784107], [1.264778, 0.654999, -0.190651], [0.327334, 0.038642, 1.046615], [-1.063068, 2.527466, 1.631904], [0.815642, 3.715052, 2.081894], [1.374736, 2.073866, 1.853269], [2.755870, 3.789965, 0.736347], [2.148046, 2.632959, -0.432448], [1.344477, 5.539199, 0.020657], [0.230882, 4.474238, -0.823966], [2.286950, 5.849394, -2.052524], [3.034401, 4.317252, -1.717498], [-1.491862, 0.642552, -1.470042], [-2.064714, 3.500011, -0.779698], [-2.424555, 2.638508, -2.231421], [-4.085502, 1.186703, -0.874210], [-4.464083, 2.836734, -1.284776], [2.088318, 4.434646, 7.119922], [3.543445, 4.330258, 6.649562], [3.519543, 4.056593, 5.143092], [2.002130, 4.787287, 4.526349], [1.137011, 3.729654, 4.036138], [2.309064, 5.931937, 3.702320], [1.387835, 5.339429, 6.110177], [2.016196, 4.835536, 8.129418], [1.628435, 3.443779, 7.116679], [4.056572, 5.275698, 6.843222], [4.082186, 3.550043, 7.179891], [4.365757, 4.512009, 4.633138], [3.490332, 2.991478, 4.932465], [0.303080, 5.258089, 6.131599], [1.688533, 6.379367, 6.234448], [-4.631373, -3.617874, -3.216005], [-5.161221, -3.266534, -1.822871], [-4.005575, -2.648097, -1.036033], [-2.925980, -1.891709, -2.250373], [-1.658015, -2.577234, -2.237866], [-2.991416, -0.437222, -2.120361], [-3.850540, -2.393646, -3.687521], [-5.437198, -3.865547, -3.904156], [-3.966648, -4.481567, -3.150085], [-5.973698, -2.541320, -1.914807], [-5.558254, -4.140749, -1.310460], [-4.353844, -1.889628, -0.336818], [-3.431178, -3.405483, -0.504615], [-3.163757, -2.605626, -4.516547], [-4.522268, -1.575095, -3.953489], [8.345736, 0.930283, 6.516409], [7.679184, -0.349437, 5.997017], [6.308258, -0.460991, 6.676281], [5.794180, 1.219393, 7.045307], [5.734093, 1.385499, 8.472899], [4.684056, 1.579665, 6.191355], [7.277077, 2.016061, 6.439825], [9.224927, 1.195084, 5.931445], [8.659972, 0.789371, 7.552637], [7.549695, -0.278606, 4.914886], [8.286981, -1.230486, 6.195962], [5.568679, -0.924263, 6.027965], [6.368514, -1.003429, 7.617902], [7.499435, 2.887029, 7.052647], [7.093983, 2.317946, 5.408352], [-0.413247, -7.070899, -0.949949], [-1.092634, -8.300851, -1.565323], [-2.461291, -8.456012, -0.890040], [-2.959935, -6.806469, -0.387302], [-3.010031, -6.753695, 1.051271], [-4.068810, -6.372386, -1.205824], [-1.473026, -5.973973, -0.935522], [0.465431, -6.767354, -1.517067], [-0.095360, -7.296324, 0.070586], [-1.226542, -8.143465, -2.637524], [-0.490912, -9.199653, -1.439824], [-3.207447, -8.860780, -1.569211], [-2.401070, -9.071889, 0.005259], [-1.240719, -5.155262, -0.258012], [-1.657299, -5.589421, -1.939038], [-1.141441, -2.598683, -9.422878], [-1.281825, -1.216038, -8.773532], [-2.356067, -1.328484, -7.684444], [-2.325469, -3.035816, -7.126984], [-3.577524, -3.658033, -7.469577], [-1.804473, -3.093802, -5.776116], [-1.070715, -3.595048, -8.269713], [-0.258379, -2.660186, -10.056471], [-2.016368, -2.807080, -10.042334], [-0.329903, -0.926933, -8.323518], [-1.543275, -0.451648, -9.503365], [-2.151253, -0.674675, -6.839604], [-3.350913, -1.125901, -8.077131], [-1.280068, -4.620003, -8.567171], [-0.109666, -3.541111, -7.758368]], "forces_ev_per_a": [[0.23, -0.23, -0.36], [0.17, 0.33, 0.72], [0.52, -0.46, 0.46], [-0.14, 0.35, -0.02], [-0.37, 0.19, 0.34], [0.26, -0.17, -1.17], [0.31, -1.05, 1.52], [-0.63, 1.77, -0.81], [1.55, -0.49, -0.61], [-0.98, -0.45, 1.00], [0.11, 0.19, 0.10], [-0.53, 0.25, -0.56], [-0.49, -0.17, -0.85], [-0.04, 0.67, 0.36], [-1.24, -1.10, -0.62], [0.66, 0.24, 0.40], [0.43, 0.22, 0.13], [1.10, 0.40, 1.84], [-0.03, 0.99, -0.88], [-1.01, -0.99, -0.64], [-0.14, -0.15, -0.08], [0.07, -0.27, 0.03], [0.26, 0.10, 0.02], [-0.34, 0.42, -0.27], [-0.14, -0.29, -0.23], [0.09, 0.00, 0.11], [0.21, -0.13, 0.03], [0.03, 0.00, -0.08], [-0.08, 0.06, 0.26], [-0.12, -0.03, 0.31], [-0.43, 0.06, -0.77], [0.21, -0.01, -0.31], [-0.27, -0.09, 0.28], [0.35, -0.06, 0.36], [0.10, -0.14, -0.15], [0.14, -0.16, -0.22], [0.00, 0.13, -0.10], [0.07, -0.09, -0.09], [-0.04, 0.23, 0.14], [0.19, -0.08, 0.15], [0.29, 0.22, 0.65], [0.12, 0.25, 0.23], [-0.23, -0.21, -0.40], [-0.15, -0.06, 0.34], [-0.02, 0.00, -0.01], [-0.02, 0.02, 0.01], [-0.06, 0.03, -0.03], [-0.08, 0.04, -0.07], [-0.12, 0.02, -0.16], [-0.09, 0.01, -0.01], [0.00, 0.03, -0.16], [0.01, 0.01, -0.09], [0.12, 0.00, 0.17], [-0.22, -0.06, -0.12], [-0.33, -0.04, 0.34], [-0.63, -0.61, -0.41], [0.22, 0.41, 0.19], [0.52, 0.01, 0.06], [-0.18, -0.09, -0.38], [0.04, 0.02, -0.04], [-0.03, -0.02, -0.02], [0.04, 0.03, -0.01], [0.09, -0.01, 0.02], [0.19, 0.06, 0.02], [0.10, 0.04, -0.07], [-0.12, 0.17, 0.52], [0.03, 0.05, 0.10], [-0.04, -0.10, 0.06], [0.02, 0.07, -0.04], [0.21, -0.32, -0.17], [0.45, -0.24, -0.28], [-0.31, 0.14, -0.02], [-0.04, -0.19, 0.25], [0.33, 0.05, -0.07], [0.00, 0.01, 0.01], [0.01, 0.05, 0.00], [-0.01, 0.01, 0.01], [-0.02, -0.01, 0.00], [-0.12, 0.07, 0.11], [-0.07, 0.10, 0.06], [-0.16, 0.00, 0.04], [-0.06, 0.00, 0.02], [-0.04, -0.10, 0.05], [0.03, 0.08, -0.03], [0.21, -0.31, -0.18], [0.33, -0.09, -0.32], [-0.25, 0.13, -0.01], [-0.15, 0.16, 0.29], [0.30, 0.00, -0.08], [-0.01, 0.01, 0.01], [0.00, 0.04, 0.00], [-0.01, 0.01, 0.01], [-0.02, -0.01, 0.00], [-0.12, 0.06, 0.11], [-0.06, 0.10, 0.06], [-0.14, 0.02, 0.02], [-0.04, 0.04, 0.03], [-0.12, 0.08, 0.03], [0.07, -0.05, -0.01], [0.11, 0.36, -0.16], [0.40, 0.06, -0.29], [-0.08, -0.04, 0.28], [-0.07, -0.18, -0.28], [0.20, -0.01, -0.28], [-0.01, -0.02, 0.00], [0.02, -0.04, 0.00], [-0.01, -0.02, 0.01], [-0.01, 0.00, 0.02], [-0.09, -0.09, 0.08], [-0.04, -0.12, 0.05], [-0.09, -0.02, 0.14], [-0.04, -0.01, 0.06]], "e_tot_ha": -10502.44350, "homo_ev": -12.00, "lumo_ev": -2.31, "total_charge": 1}



Record 2
{"formula": "C29H56Br2F3N2O7", "method": "the ωB97M-V functional and the def2-TZVPD basis", "elements": ["C", "C", "C", "C", "C", "C", "O", "C", "C", "C", "C", "C", "C", "C", "O", "C", "O", "C", "C", "C", "O", "C", "C", "C", "O", "C", "N", "N", "C", "C", "C", "F", "Br", "C", "F", "F", "Br", "H", "H", "H", "H", "H", "H", "H", "H", "H", "H", "H", "H", "H", "H", "H", "H", "H", "H", "H", "H", "H", "H", "H", "H", "H", "H", "H", "H", "H", "H", "H", "H", "H", "H", "H", "H", "H", "H", "H", "H", "H", "H", "H", "H", "H", "H", "C", "O", "C", "C", "O", "C", "H", "H", "H", "H", "H", "H", "H", "H", "H", "H"], "xyz": [[3.625809, -0.344407, -5.800207], [3.094425, 0.635474, -4.611346], [1.493578, 0.698385, -4.563634], [1.043892, 1.041283, -3.047317], [-0.382036, 0.399278, -2.651968], [-0.339991, -0.688416, -1.480563], [0.911718, -1.315261, -1.255188], [1.405326, -2.131674, -2.325906], [1.373392, -3.729727, -2.022353], [1.520887, -4.444402, -3.474429], [-1.600725, -1.668464, -1.678186], [-1.764310, -2.389167, -3.085481], [-3.027519, -3.416757, -3.017872], [-4.429678, -2.695145, -2.778687], [-5.310891, -3.714267, -2.189085], [-6.296876, -3.109923, -1.324614], [-1.650838, -2.750868, -0.690279], [-2.031285, -2.101415, 0.533440], [-2.370500, -3.123586, 1.740594], [-3.940181, -3.466664, 1.551971], [-4.830731, -2.743568, 2.077774], [-0.948738, -0.963726, 0.971252], [0.268097, -1.490438, 1.849879], [0.921655, -2.897499, 1.470608], [2.285991, -2.613158, 1.002242], [1.198162, -3.854462, 2.760948], [0.008158, -4.090260, 3.612154], [-0.632449, 0.003502, -0.139840], [0.325351, 1.096256, 0.199782], [0.082687, 1.833177, 1.602316], [-0.981418, 3.023134, 1.545289], [-0.837952, 3.900584, 0.440901], [-0.589852, 4.146364, 3.173761], [-2.515971, 2.560244, 1.676789], [-2.749902, 1.606755, 2.695602], [-3.099046, 2.183981, 0.415990], [-3.584046, 4.176419, 2.229825], [3.710270, -1.381948, -5.342621], [2.885890, -0.278390, -6.660225], [4.649056, 0.077713, -6.102248], [3.457373, 1.717166, -4.763232], [3.544804, 0.302678, -3.608919], [1.152364, 1.594873, -5.199218], [0.967718, -0.229413, -4.962737], [1.884781, 0.778209, -2.314634], [0.957681, 2.191035, -3.000345], [-1.012434, 1.282521, -2.251505], [-0.872126, 0.084838, -3.619972], [2.524317, -1.886687, -2.465846], [0.926472, -1.892435, -3.345443], [0.441887, -4.052753, -1.460213], [2.347684, -3.950473, -1.464309], [1.621358, -3.664965, -4.316370], [2.489393, -5.064546, -3.535660], [0.625108, -5.106324, -3.735244], [-2.521914, -0.971237, -1.591684], [-2.015767, -1.686258, -3.959823], [-0.889540, -3.024898, -3.430102], [-2.828255, -4.303375, -2.324825], [-3.075824, -3.871507, -4.077507], [-4.411174, -1.813883, -2.059142], [-4.929824, -2.424621, -3.782512], [-6.712575, -3.963120, -0.668753], [-5.890505, -2.330604, -0.601356], [-7.194820, -2.746695, -1.941922], [-3.021388, -1.512398, 0.411197], [-2.214044, -2.645891, 2.762007], [-1.822073, -4.110958, 1.599395], [-4.320469, -4.334409, 0.907501], [-1.583134, -0.334844, 1.709562], [1.136800, -0.760199, 1.987026], [-0.153007, -1.622963, 2.919193], [0.335386, -3.535543, 0.739849], [2.830930, -2.312687, 1.761233], [1.992122, -3.336110, 3.424789], [1.660613, -4.854496, 2.458282], [-0.087675, -5.065678, 3.920357], [-0.009011, -3.512394, 4.459298], [-1.542618, 0.484841, -0.330196], [0.344747, 1.963682, -0.558964], [1.415107, 0.726098, 0.228917], [-0.154003, 1.157569, 2.482056], [1.088011, 2.333350, 1.864571], [1.073929, 7.292093, 4.327918], [1.744862, 6.977958, 5.540281], [2.494402, 5.769112, 5.455712], [3.967650, 6.035009, 5.152327], [4.144484, 6.640318, 3.874553], [4.257784, 8.056602, 3.951294], [0.835393, 8.356914, 4.339143], [1.687048, 7.086588, 3.445471], [0.145072, 6.720661, 4.264176], [2.052675, 5.093256, 4.714486], [2.423945, 5.282121, 6.433967], [4.494300, 5.075428, 5.127262], [4.425347, 6.648635, 5.935322], [5.285099, 8.324489, 4.219093], [3.570817, 8.498156, 4.677325], [4.025316, 8.469205, 2.967800]], "forces_ev_per_a": [[0.02, 1.49, 1.25], [-0.09, 0.02, -0.64], [0.34, 0.89, 0.93], [0.01, 0.54, -0.37], [0.56, 1.75, 0.46], [-0.26, -1.08, -1.27], [-1.39, 0.57, -0.40], [1.30, -1.30, -1.06], [0.84, 0.76, -1.37], [0.25, -0.04, -0.14], [-0.12, -0.55, -1.33], [-1.13, -0.89, -0.56], [0.37, 0.27, -1.33], [-0.54, -1.43, -0.12], [0.49, 1.80, 0.70], [-1.35, -1.27, 0.37], [-0.51, 2.55, 0.52], [-0.18, 0.85, 1.17], [-1.14, -0.53, -1.44], [-2.15, 2.25, 1.60], [3.32, -2.31, -1.74], [-1.02, -0.63, 2.85], [-0.12, -0.95, 0.93], [1.58, -0.37, 1.55], [-0.86, -0.28, -0.18], [0.37, 0.61, 0.83], [0.11, -0.29, 0.12], [-0.81, 0.50, -0.92], [2.24, 1.98, 1.09], [0.50, 0.61, -0.46], [0.33, -0.07, 0.71], [-0.36, -2.07, 1.55], [0.28, -0.92, -0.93], [-1.90, 1.65, 0.33], [1.00, 1.32, -2.83], [1.84, -0.33, 2.61], [0.06, -1.26, -0.74], [-0.09, 1.20, -1.02], [1.13, -0.34, 0.98], [-1.48, -1.07, 0.19], [-0.41, -1.67, 0.11], [-0.80, 0.33, -1.41], [0.44, -1.55, 0.71], [0.86, 0.99, 0.58], [-1.36, 0.06, -1.01], [0.04, -1.75, 0.07], [0.64, -1.42, -0.67], [0.45, -0.10, 1.44], [-1.72, -0.13, 0.33], [0.40, -0.25, 1.74], [1.26, 0.44, -0.72], [-1.79, 0.23, -0.32], [-0.22, -1.06, 1.25], [-1.66, 0.81, 0.18], [1.32, 0.87, 0.43], [1.20, -1.10, 0.12], [0.53, -0.68, 1.56], [-0.86, 0.97, 0.77], [-0.50, 1.58, -0.66], [0.08, 0.61, 1.62], [0.21, -0.88, -1.02], [1.06, 0.10, 1.48], [0.68, 1.27, -1.01], [-0.36, -0.74, -1.13], [1.36, -0.06, 0.93], [1.42, -0.76, -0.26], [-0.20, -0.78, -1.48], [-0.35, 1.53, 0.45], [1.00, 0.83, 0.64], [1.05, -0.86, -1.23], [-1.34, -0.84, -0.53], [0.39, 0.29, -1.71], [0.97, 1.25, 0.47], [-0.69, -0.43, -0.51], [-0.90, -0.59, -1.22], [-0.72, 1.53, 0.01], [0.19, 0.68, -0.32], [0.19, -0.37, -0.57], [0.66, -0.37, 0.16], [-0.46, -1.77, 0.74], [-1.98, 0.02, -0.19], [0.09, 0.86, -1.18], [-1.59, -0.76, -0.53], [0.09, 0.14, 0.15], [0.13, -0.21, -0.38], [0.18, 0.38, 0.40], [-0.19, -0.22, -0.41], [-0.25, 0.09, 0.34], [0.17, 0.03, -0.12], [-0.04, -0.10, 0.08], [0.00, -0.04, 0.10], [-0.13, 0.01, -0.08], [0.10, 0.05, -0.08], [0.01, 0.00, -0.04], [0.00, 0.03, 0.03], [-0.12, 0.00, 0.00], [-0.05, 0.11, 0.00], [0.01, -0.13, 0.00], [0.09, -0.10, 0.03]], "e_tot_ha": -7221.85039, "homo_ev": -10.86, "lumo_ev": -2.79, "total_charge": 1}



The calculation returns the following max |F| values, one per record and in order: 2.181 4.404 eV/A.